# 1
86
Properties=species:S:1:pos:R:3 method="wB97M-V/def2-TZVPD" fmax_ev_per_a=0.385 charge=+1 gap_ev="6.05 / 6.06" multiplicity=2 de_lowest_ev=0.3187
C 1.83 -0.94 -1.75
C 2.72 5.00 -1.87
N 2.22 3.83 1.95
H 2.12 2.28 0.62
O -0.33 0.77 1.56
O -1.33 -1.05 -0.41
O -3.08 -0.22 -1.83
C -4.13 4.77 -2.62
C 1.63 0.42 2.86
H -4.79 5.37 -2.00
C 0.84 1.81 -4.56
O 1.61 -0.01 -1.01
H 2.56 2.01 3.90
C -2.24 3.26 -2.78
C 1.21 1.12 -5.71
C 1.09 -4.64 -1.93
N 3.93 5.40 1.96
H -3.01 4.07 -0.94
C -3.11 4.04 -2.02
C 2.71 4.98 2.33
H 1.17 2.83 -4.43
O -1.19 -4.71 1.75
H 3.54 3.25 0.42
C 0.73 -0.16 -5.94
H 1.84 1.60 -6.45
C -0.11 -0.76 -5.01
H -1.12 -0.54 -3.13
H -0.79 4.78 -0.32
Co 0.19 -0.86 0.75
S -2.76 -0.51 -0.45
H 1.32 3.50 2.35
O -0.53 -2.64 2.07
C 0.95 5.97 -0.58
C -0.53 -3.63 1.38
H 1.27 -0.09 3.76
H -3.50 -2.16 1.06
H 3.56 0.58 3.81
C 2.23 6.07 -1.13
H 4.22 6.34 2.15
C -4.31 4.70 -3.99
H 0.55 6.80 -0.01
H 4.09 1.05 1.41
H -1.18 -5.41 1.09
H -3.63 3.84 -5.83
C 3.68 1.82 2.07
C 1.39 -2.34 -1.42
O -2.98 0.52 0.53
H 4.56 2.33 2.49
H 2.30 6.67 3.43
C 0.19 4.83 -0.78
H 2.53 -0.31 1.16
H -4.77 -1.64 -0.07
C 0.44 1.29 2.42
N 1.98 5.76 3.14
C 2.89 1.21 3.23
C 2.90 2.80 1.18
O 0.30 2.41 2.93
H 2.09 -3.25 -3.23
H 0.01 -5.74 -0.45
C -3.48 3.91 -4.76
H 2.36 3.06 -2.67
C 1.58 -3.40 -2.29
H 1.00 -0.69 -6.84
H 2.23 -1.47 2.27
O 2.47 -0.86 -2.90
H -1.82 2.56 -4.78
C 0.65 3.77 -1.56
N 0.75 -2.47 -0.26
H 1.22 -5.50 -2.57
H 2.53 0.07 -3.18
H -5.11 5.27 -4.46
N 1.85 -0.63 1.84
H 1.05 5.47 3.41
C 0.24 -3.66 0.08
C 0.03 1.21 -3.59
H -0.52 -1.74 -5.19
H 4.43 4.90 1.24
C 0.41 -4.77 -0.73
C 1.94 3.87 -2.08
C -2.45 3.18 -4.16
H -3.50 -2.74 -0.64
H 3.71 5.06 -2.31
C -3.73 -1.92 0.03
Sb -0.73 2.10 -1.79
C -0.45 -0.08 -3.84
H 2.81 6.97 -1.01


# 2
86
Properties=species:S:1:pos:R:3 method="wB97M-V/def2-TZVPD" fmax_ev_per_a=0.590 charge=+1 gap_ev="5.82 / 5.84" multiplicity=2 de_lowest_ev=0.9816
H -3.65 -3.75 3.16
H 0.32 7.20 -4.39
H -2.70 4.18 -2.89
C -2.18 4.81 -2.17
Sb -1.77 -2.93 0.74
O 2.96 1.98 -0.83
H 5.26 2.01 -1.07
C -2.89 -4.37 -0.35
O 1.29 -2.70 -2.33
H -1.39 4.63 -0.19
C -2.92 -5.81 -2.29
C -4.71 -1.79 -2.91
C 0.15 -0.49 2.25
O -0.73 2.37 -3.48
S 1.48 -2.21 -0.95
H 3.27 -2.66 0.59
H 0.28 3.03 0.75
C -4.12 -1.84 -4.16
H -4.70 -6.97 -2.57
H 2.92 -4.04 -0.47
C -4.67 -0.10 2.44
H 0.15 -1.32 3.99
C 3.04 -2.96 -0.43
C -2.73 -1.85 -4.26
C 3.76 1.49 -0.07
H 1.75 4.47 -6.13
H -4.73 -1.90 -5.05
C -1.19 5.69 -2.93
H -4.69 -4.39 0.84
C -3.73 -0.72 1.64
N -0.07 2.38 0.05
C -3.93 -2.72 2.94
H -0.73 3.80 -3.82
C 2.48 -0.61 3.35
H 3.82 -2.64 -1.12
C -0.36 3.09 -1.22
H -0.94 2.01 0.42
H 5.34 0.60 2.01
H 0.74 3.29 -5.35
N 0.87 6.47 -4.81
O -0.48 -0.19 1.26
H -0.48 6.17 -2.25
H -5.79 -1.81 -2.81
H -2.44 -6.20 -3.18
C -4.88 -2.11 3.75
O 0.03 0.89 -2.02
C 3.83 -0.31 3.25
O 5.08 1.56 -0.23
H 0.51 3.72 -1.43
N -0.51 4.85 -3.89
C 0.45 5.20 -4.71
O -0.45 -1.08 3.28
N 1.03 4.25 -5.46
H -5.33 -2.65 4.56
C -4.20 -6.25 -1.95
O 2.01 -0.73 -0.99
Co 0.96 0.72 -0.36
H -1.28 -4.55 -1.77
H -6.00 -0.31 4.12
C -1.94 -1.80 -3.12
C -1.61 3.96 -1.03
H 1.50 6.75 -5.53
C -2.54 -1.72 -1.87
H -0.86 -1.84 -3.18
C -0.38 2.03 -2.34
C -4.82 -5.75 -0.81
H -4.40 -1.72 -0.79
C -4.17 -4.80 -0.02
H -4.97 0.93 2.25
H -1.75 6.48 -3.46
H -2.94 5.46 -1.73
H -2.42 3.30 -0.69
N 2.07 0.49 1.28
C -5.25 -0.79 3.50
C -2.27 -4.89 -1.49
O -1.73 -1.64 -0.77
H 2.12 -1.17 4.20
C 3.37 0.75 1.18
C 4.29 0.37 2.14
H -3.28 -0.18 0.81
H -2.26 -1.92 -5.23
C -3.35 -2.04 1.88
C -3.93 -1.73 -1.76
C 1.63 -0.20 2.33
H 4.51 -0.63 4.03
H -5.82 -6.08 -0.55


# 3
80
Properties=species:S:1:pos:R:3 method="wB97M-V/def2-TZVPD" fmax_ev_per_a=3.262 charge=+1 gap_ev=7.31 multiplicity=1
C -0.13 -3.44 3.95
H 5.92 1.02 -0.80
H 1.74 3.85 -3.55
H 3.38 3.33 -0.22
C -2.68 -3.63 2.09
C 1.14 -3.01 4.09
F -4.51 -4.77 1.07
C -1.55 0.70 0.05
C -5.19 2.01 0.37
H 0.15 4.89 -1.27
C -0.88 0.72 -1.32
H -0.38 3.37 -0.51
H -3.43 -1.31 -0.61
C -2.19 -2.59 2.87
H -3.19 2.73 0.84
H 3.27 -1.64 2.78
N -0.79 -2.52 3.13
H 2.29 -0.14 2.79
F -1.78 -4.47 1.50
H -1.27 1.60 -1.86
N 1.26 -1.84 3.35
C 4.89 1.21 -3.31
N 2.75 1.19 -2.06
C 2.31 3.57 -0.13
H 2.23 5.11 -2.40
C -4.44 -1.76 3.15
C 4.22 1.56 -1.99
H -1.95 -1.24 0.98
C 1.58 3.29 -1.43
C 0.84 -1.73 -2.29
C -3.14 0.78 -0.04
H 3.32 3.77 -2.74
N 1.29 -0.35 -2.05
H -5.90 -1.15 -0.62
H 1.56 -2.44 -0.40
H 1.97 -3.43 4.64
C -3.08 -1.67 3.41
C 0.08 -1.56 2.73
C 2.26 4.03 -2.60
C -0.13 -0.40 1.80
H 4.71 -0.27 -0.98
H 1.68 -3.40 -3.32
C 2.49 -1.08 3.31
H 1.88 2.95 0.67
C -5.30 -0.26 -0.38
F -5.30 -0.82 3.61
C -3.80 1.92 0.41
H -1.27 1.59 0.64
C -3.90 -0.34 -0.38
H 2.84 -0.87 4.33
H 4.56 1.84 -4.13
H 2.03 -1.86 -4.09
H -0.09 -1.66 -2.87
H 2.22 4.63 0.14
H -0.64 -4.29 4.37
H -0.09 -1.80 -0.36
C -4.04 -3.76 1.84
H 4.73 0.16 -3.57
F -6.23 -2.87 2.07
O 0.70 0.55 1.85
C -1.23 -0.44 0.91
N 2.54 -0.09 -2.37
C 1.92 -2.36 -3.12
F -2.59 -0.69 4.21
H 0.20 -3.40 -1.07
H 4.40 1.11 0.11
C 0.64 0.76 -1.52
C 0.61 -2.39 -0.95
H 4.28 2.63 -1.82
C 1.59 1.76 -1.59
H -7.04 1.00 -0.09
C 4.84 0.81 -0.84
H 2.90 -2.31 -2.63
H -5.67 2.93 0.71
C 0.14 3.80 -1.37
H -0.38 3.55 -2.30
H 5.98 1.36 -3.21
C -5.96 0.92 -0.05
C -4.92 -2.81 2.36
H -1.27 -0.12 -1.93